Entry from the OMol25 dataset: an isolated ion of composition C3H6N3O and charge +1 at a distorted geometry (wB97M-V/def2-TZVPD).

Last column: Löwdin charge in e.
Cartesian coordinates (Å):
1 C -0.380587 1.769317 0.377626  0.0259
2 N -0.152433 0.422403 -0.089428  -0.1146
3 C -1.006032 -0.531304 0.174507  0.0268
4 C -0.387320 -1.768312 -0.050300  0.0830
5 N 0.902555 -1.476862 -0.416623  -0.2456
6 O 1.869108 -2.149395 -0.669974  0.1062
7 N 1.021221 -0.139623 -0.432550  0.1809
8 H -0.013414 2.603335 -0.361542  0.1452
9 H -1.373365 2.127671 0.618209  0.1157
10 H 0.379210 1.942955 1.110391  0.0953
11 H -1.861882 -0.402126 0.728521  0.1339
12 H -0.762200 -2.871778 -0.132606  0.1972
13 H 1.765139 0.473718 -0.856230  0.2501

Force components x, y, z for each atom (eV/Å):
3.03 3.48 -1.94
-1.65 0.11 0.11
1.87 -2.80 -0.56
-0.66 -1.79 -0.62
-0.11 0.23 -0.10
0.23 -0.85 -0.32
0.42 2.99 -0.15
-0.79 -1.90 0.48
-0.29 -1.12 0.24
-0.18 0.09 1.35
-2.09 0.64 0.56
0.86 2.52 0.53
-0.63 -1.60 0.42

Properties
- E_tot: -357.00448 a.u.
- Total charge: +1
- E_LUMO: -4.8 eV
- Orbital gap: 9.543 eV
- E_HOMO: -0.5280 hartree